C21H48Cl3CrIN10Si as an isolated structure in a non-equilibrium geometry. Source: the Open Molecules 2025 dataset; level of theory: ωB97M-V/def2-TZVPD.

Its HOMO-LUMO gap (alpha / beta) is 5.41 / 5.54 eV. The value obtained for the HOMO energy (alpha / beta) is -5.3982 / -5.5291 eV. As for the electronic energy: -4387.6927 hartree. As for the LUMO energy (alpha / beta): 0.01 / 0.01 eV. Its max |F| is 12.444 eV/A. As for the spin multiplicity: 5.

Each line ends with the Löwdin spin population.
Atoms and positions in Å:
I: 4.54 -0.66 -0.85  0.02
Cr: 2.20 -0.67 0.36  3.67
Cl: -3.04 -0.58 2.19  0.00
Cl: -0.57 0.59 3.75  0.00
Cl: 0.24 -1.39 1.51  0.05
Si: 0.01 0.43 1.67  0.04
N: 2.88 -1.08 2.18  0.01
N: -1.10 1.48 0.66  0.00
N: -0.97 -2.55 3.73  0.00
N: 1.41 0.51 -1.19  0.01
N: -3.06 2.49 -0.19  0.00
N: -2.60 0.42 -0.97  0.00
N: 1.13 1.49 -3.30  0.00
N: 1.26 1.74 1.84  0.03
N: 1.16 -3.85 0.44  0.01
N: 1.31 -0.85 -3.09  0.01
C: 2.08 2.16 0.63  0.03
C: 2.48 -0.30 3.11  0.02
C: -2.03 -0.90 -1.03  0.00
C: -0.32 -1.90 2.77  -0.02
C: 2.24 1.31 2.97  0.01
C: 1.42 1.96 -0.74  0.01
C: -2.24 1.36 -0.09  0.00
C: 1.43 -2.14 -2.42  0.02
C: 2.30 2.02 -3.98  0.00
C: -0.16 1.71 -3.93  0.00
C: -4.23 2.59 0.68  0.00
C: 1.30 0.35 -2.48  0.02
C: 2.50 -4.39 0.61  0.00
C: 0.08 -4.84 0.62  0.00
C: -2.53 3.75 -0.68  0.00
C: 0.84 -2.62 0.93  0.01
C: -0.39 -2.91 5.01  0.00
C: 0.27 2.84 2.22  0.01
C: 1.24 -1.00 -4.53  0.00
C: -1.17 2.56 1.69  0.00
C: -3.90 0.52 -1.63  0.00
H: 1.99 2.54 -1.46  0.00
H: 2.35 -2.64 -2.73  0.00
H: -2.42 4.51 0.10  0.00
H: 0.58 -2.77 -2.68  0.00
H: 1.46 -2.01 -1.34  0.01
H: 2.33 3.21 0.78  0.00
H: -0.19 1.39 -4.98  0.00
H: 2.03 -1.69 -4.85  0.00
H: 1.39 -0.06 -5.04  0.00
H: 0.29 -5.47 1.49  0.00
H: 0.41 2.36 -0.71  0.00
H: 2.29 3.11 -3.93  0.00
H: -4.19 1.56 -1.75  0.00
H: 3.20 -3.56 0.72  0.00
H: 0.30 -1.06 0.44  0.00
H: -0.01 -5.46 -0.27  0.00
H: -1.57 3.58 -1.17  0.00
H: -0.92 1.16 -3.37  0.00
H: -1.57 3.47 1.26  0.00
H: 2.34 1.73 -5.04  0.00
H: 3.20 1.65 -3.49  0.00
H: 1.87 1.72 3.90  0.00
H: -3.23 4.15 -1.43  0.00
H: -0.90 -1.57 0.94  0.01
H: 0.63 3.79 1.82  0.00
H: 3.02 1.60 0.62  0.01
H: -1.84 2.21 2.48  0.00
H: -0.95 -0.81 -1.16  0.00
H: -0.85 -4.31 0.79  0.00
H: 2.55 -5.01 1.51  0.00
H: -5.12 2.84 0.09  0.00
H: 0.63 -3.27 4.83  0.00
H: -0.40 2.78 -3.89  0.00
H: -3.82 0.04 -2.60  0.00
H: 2.43 -0.61 4.16  0.00
H: 0.23 2.93 3.30  0.00
H: 3.22 1.73 2.76  0.00
H: 2.76 -4.99 -0.26  0.00
H: -4.39 1.63 1.18  0.00
H: 1.27 -1.21 1.96  0.01
H: -1.93 -2.18 3.68  0.00
H: -2.48 -1.47 -1.84  0.00
H: -0.98 -3.71 5.45  0.00
H: -2.18 -1.38 -0.06  0.00
H: -4.66 0.00 -1.04  0.00
H: 0.28 -1.43 -4.82  0.00
H: -4.09 3.36 1.44  0.00
H: -0.35 -2.06 5.70  0.00